Entry 1:
Computed, not measured: an isolated molecule of C5H4N2O, with ωB97M-V/def2-TZVPD.

## Properties
Energy   -10272.065 eV
LUMO   -0.7880 eV
SMILES   N#CC1=CCON=C1
Kohn-Sham gap   8.485 eV
HOMO   -9.3 eV
Energy above the lowest of the compared OMol25 structures with the same formula, charge and spin   108.33 kcal/mol

```
12
Properties=species:S:1:pos:R:3:forces:R:3:nbo_charge:R:1
N 3.269907 -0.260195 -0.229951 -0.063 -0.462 -0.379 -0.279
C 2.133279 -0.444742 -0.245509 0.493 0.689 1.123 0.263
C 0.717931 -0.330074 -0.061457 0.939 2.884 -0.974 -0.272
C 0.180650 0.903729 0.082124 4.420 1.200 -0.402 -0.048
C -1.193954 0.971550 -0.138674 -4.356 -1.765 4.544 -0.156
O -1.973930 -0.321726 -0.376025 1.018 0.106 -0.891 -0.400
N -1.401284 -1.608645 -0.051414 3.304 2.235 -0.128 -0.033
C -0.084114 -1.500027 -0.032846 -1.031 -3.058 2.917 -0.001
H 0.779436 1.975684 0.356154 -1.565 -3.422 -1.053 0.265
H -1.569527 1.174624 0.972127 -0.029 0.730 -2.164 0.202
H -1.502663 1.678449 -0.866695 -0.555 0.535 -0.511 0.237
H 0.644271 -2.238623 0.592165 -2.577 0.327 -2.083 0.222
```
Forces are in eV/Å.

---

Entry 2:
Computed, not measured: a cluster of 14 separate species, C5H39N2O14 in total, with ωB97M-V/def2-TZVPD.

## Properties
Energy   -37453.372 eV
Total charge   +1
LUMO   -2.4478 eV
Kohn-Sham gap   9.927 eV
HOMO   -12.4 eV
Energy above the lowest of the compared OMol25 structures with the same formula, charge and spin   174.82 kcal/mol

```
60
Properties=species:S:1:pos:R:3:forces:R:3:nbo_charge:R:1
C -1.056462 1.976806 -0.737166 -0.646 -0.039 -2.351 -0.101
O -1.092110 2.337044 -2.168177 -0.409 0.510 1.029 -0.757
C -0.011946 0.883099 -0.897852 -0.161 0.511 1.316 -0.031
C 0.121009 0.140705 0.406617 1.499 0.948 4.529 -0.514
C -0.098167 -1.389855 0.382768 1.874 1.623 0.846 -0.269
C 1.587993 -3.079238 -0.024896 -1.536 2.774 0.215 0.004
N 1.188464 -1.857231 -0.181885 -0.583 -2.929 -1.066 -0.469
N 1.191460 1.684188 -1.416688 -0.012 0.820 2.385 -0.762
H -2.031972 1.506767 -0.456499 0.684 0.727 0.121 0.190
H -0.798880 2.952098 -0.122244 -0.253 -2.376 -0.777 0.204
H -1.962422 2.657452 -2.329153 -0.977 0.674 -0.571 0.478
H -0.108372 -0.001223 -1.598108 -0.861 1.806 -0.247 0.266
H 1.075242 0.490005 0.943450 -0.170 -1.244 -1.190 0.204
H -0.390062 0.500295 1.366909 -0.869 0.227 -2.158 0.287
H -0.263181 -1.758912 1.415668 -0.006 0.118 -0.607 0.225
H -1.030472 -1.517824 -0.197787 0.870 -0.809 -0.216 0.210
H 2.367042 -3.432775 -0.614745 1.835 -0.217 -0.895 0.166
H 1.212222 -3.823653 0.634186 -1.001 -0.355 0.708 0.156
H 1.675528 2.247672 -0.645801 -0.669 -1.242 -1.266 0.436
H 1.759062 0.890974 -1.659755 1.831 0.132 -0.878 0.463
H 1.066958 2.401663 -2.205667 -0.154 -1.935 0.937 0.503
H 2.790850 3.452786 3.178045 1.628 -1.078 0.896 0.485
H 2.199226 3.670755 1.800865 0.007 0.097 1.248 0.455
O 2.066640 3.852656 2.759529 -1.748 0.930 -2.151 -0.938
H -0.595544 -1.360928 4.749613 0.186 0.045 0.246 0.457
H -0.666926 -2.758495 4.222652 1.030 0.912 1.224 0.490
O -0.129020 -2.198719 4.862427 -0.960 -0.758 -1.222 -0.957
H -2.577224 -2.061566 -2.313550 0.711 0.791 -1.718 0.503
H -2.938976 -0.820593 -2.990454 -1.765 2.227 -0.093 0.467
O -2.334524 -1.499407 -3.125310 0.571 -3.066 1.855 -0.964
H -1.146314 2.291552 3.212993 0.030 0.924 0.411 0.480
H 0.160727 1.575921 3.457329 4.885 0.887 2.559 0.484
O -0.631662 1.512395 3.075519 -4.870 -1.503 -2.602 -0.947
H -4.218872 -1.942537 0.134446 -0.186 -0.871 -0.393 0.489
H -3.203164 -1.021523 -0.196408 0.709 0.474 -0.311 0.469
O -3.431544 -1.923464 -0.434335 -0.647 0.511 0.830 -0.949
H 2.661666 2.006611 -4.402161 -2.193 0.060 1.279 0.500
H 1.127464 2.155925 -4.680236 0.489 -0.192 0.729 0.495
O 1.752500 2.037411 -3.930126 1.769 0.215 -2.425 -0.974
H -3.317242 1.303765 2.628990 0.749 0.696 0.599 0.474
H -4.904080 1.418686 2.553644 2.123 -1.157 -0.433 0.493
O -4.086166 0.867549 2.308212 -2.774 0.288 -0.263 -0.966
H -1.636536 -5.024475 -1.255106 -0.104 -0.420 -0.014 0.483
H -0.732042 -5.591963 -0.091512 -0.470 0.448 -0.680 0.483
O -0.999876 -4.788988 -0.580309 0.536 -0.047 0.738 -0.962
H 3.176144 -0.885791 -1.435363 -0.618 0.535 -1.346 0.502
H 2.412424 -0.565769 -2.800141 -1.129 -1.031 -0.802 0.493
O 3.093256 -0.284441 -2.220639 1.488 0.370 1.963 -0.960
H 2.578888 4.529846 -0.454347 -1.804 4.446 3.577 0.466
H 3.484278 4.224070 -1.491273 4.343 2.060 -3.461 0.480
O 2.849682 3.888303 -0.987216 -2.525 -6.250 0.016 -0.933
H -2.492464 -1.988309 2.529907 -1.489 1.916 -0.485 0.477
H -2.031029 -3.326931 2.219960 -0.107 -1.753 -1.339 0.481
O -1.917724 -2.642246 2.835623 1.236 -0.344 1.543 -0.941
H 0.299365 -1.962239 -3.786173 0.263 1.503 -0.150 0.469
H -0.769118 -1.027088 -4.099404 -0.747 0.469 0.078 0.497
O 0.169487 -0.981980 -3.929273 1.062 -1.929 0.205 -0.967
H 3.828426 0.493622 3.354450 -1.711 2.679 -1.247 0.487
H 2.542274 0.388248 2.537535 1.691 2.959 0.909 0.471
O 3.165820 1.179322 2.888410 0.060 -5.768 0.367 -0.957
```
Forces are in eV/Å.

---

Entry 3:
Computed, not measured: a cluster of 11 separate species, H22O11 in total, with ωB97M-V/def2-TZVPD.

## Properties
Energy   -22880.015 eV
LUMO   -0.2869 eV
SMILES   O.O.O.O.O.O.O.O.O.O.O
Kohn-Sham gap   10.540 eV
HOMO   -10.8 eV
Energy above the lowest of the compared OMol25 structures with the same formula, charge and spin   34.56 kcal/mol

```
33
Properties=species:S:1:pos:R:3:forces:R:3:nbo_charge:R:1
O 0.882212 -2.734182 -0.285879 -0.930 0.515 -0.782 -0.975
H 1.547212 -3.081182 0.276121 1.027 -1.135 0.736 0.473
H 0.885212 -1.844182 0.081121 -0.246 0.642 0.160 0.492
O -3.494788 0.926818 1.900121 0.749 1.008 -0.226 -0.968
H -3.185788 0.009818 1.917121 0.198 -0.074 0.004 0.496
H -2.700788 1.482818 1.702121 -1.083 -0.901 0.179 0.459
O 2.491212 -0.800182 1.108121 -1.005 -0.167 1.016 -0.986
H 2.481212 0.067818 0.700121 0.150 0.763 0.166 0.488
H 2.991212 -1.259182 0.458121 1.079 -0.719 -0.860 0.471
O 3.734212 -1.068182 -1.430879 1.027 -1.543 0.238 -0.951
H 2.906212 -0.733182 -1.738879 -0.988 0.688 -0.366 0.487
H 3.626212 -2.031182 -1.558879 0.293 0.627 -0.009 0.463
O 1.138212 -0.258182 -1.975879 -0.919 -0.484 -0.955 -0.943
H 0.802212 0.387818 -2.619879 0.396 -0.153 0.138 0.493
H 0.580212 -1.058182 -2.119879 0.712 0.425 0.077 0.506
O -1.888788 2.318818 -2.153879 -0.802 -1.036 -1.817 -0.927
H -1.352788 1.592818 -2.513879 -0.352 0.485 0.409 0.456
H -1.411788 2.686818 -1.445879 1.076 0.582 1.451 0.473
O -2.167788 -1.613182 2.069121 -0.176 -0.688 -0.109 -0.943
H -1.951788 -2.272182 1.395121 -0.294 -0.037 0.164 0.475
H -1.370788 -1.095182 2.054121 0.761 0.599 0.206 0.483
O 2.561212 1.719818 0.038121 0.804 0.911 -0.045 -0.950
H 1.713212 1.879818 0.424121 -1.578 -0.070 0.362 0.486
H 2.995212 2.472818 0.475121 0.573 -0.459 -0.387 0.483
O -0.443788 0.192818 0.057121 0.628 0.228 0.368 -1.049
H -1.267788 -0.200182 -0.254879 -0.353 0.115 -0.206 0.506
H 0.257212 0.117818 -0.636879 -0.723 0.071 0.624 0.490
O 0.273212 2.334818 1.794121 -1.523 1.324 1.755 -0.989
H -0.348788 2.760818 2.480121 1.630 -0.972 -1.626 0.485
H -0.248788 1.631818 1.392121 -0.095 -0.461 -0.277 0.498
O -3.002788 -0.670182 -0.534879 0.502 0.080 -0.499 -0.959
H -3.850788 -0.278182 -0.344879 -0.347 0.489 0.263 0.504
H -3.177788 -1.587182 -0.706879 -0.190 -0.655 -0.154 0.474
```
Forces are in eV/Å.

---

Entry 4:
Computed, not measured: the ion C4H9N2O2 with charge +1, with ωB97M-V/def2-TZVPD.

## Properties
Energy   -11362.577 eV
Total charge   +1
LUMO   -3.2894 eV
SMILES   NC(=O)[C@H]([NH3+])CC=O
Kohn-Sham gap   11.471 eV
HOMO   -14.8 eV
Energy above the lowest of the compared OMol25 structures with the same formula, charge and spin   9.00 kcal/mol

```
17
Properties=species:S:1:pos:R:3:forces:R:3:nbo_charge:R:1
N 2.422899 -0.343682 0.247480 0.227 -0.078 -0.711 -0.790
C 1.442549 -0.165177 -0.646679 -1.425 -0.571 0.921 0.671
O 1.454602 0.340843 -1.737569 0.590 0.043 -0.360 -0.578
C 0.026830 -0.498334 -0.048792 -0.463 1.363 -0.544 -0.152
N -0.923811 -0.225222 -1.198607 -0.241 -1.684 1.662 -0.673
C -0.236672 0.486758 1.089189 -0.006 -0.500 1.234 -0.557
C -1.683515 0.561206 1.538888 -0.055 0.010 -1.046 0.450
O -2.538800 -0.051970 0.941245 -0.016 -0.007 0.173 -0.544
H 3.368582 -0.248397 -0.096914 0.095 -0.039 0.294 0.434
H 2.213511 -0.988205 0.988604 0.482 -0.068 0.221 0.405
H -0.278078 -1.477696 0.311072 0.734 -0.351 -0.172 0.250
H -1.835235 -0.555596 -0.850777 -0.030 -0.524 -0.401 0.468
H -1.097134 0.738864 -1.264189 0.330 1.877 -0.905 0.435
H -0.545663 -0.654582 -2.039266 -0.280 0.312 -0.371 0.465
H 0.241008 0.031092 1.959234 0.197 -0.054 0.254 0.268
H 0.284318 1.443852 1.056673 -0.285 0.210 -0.495 0.275
H -1.946804 1.191305 2.392037 0.146 0.061 0.245 0.171
```
Forces are in eV/Å.